[1]
Below is one molecule with the formula C5H9NO4 in a non-equilibrium geometry, with properties calculated with wB97M-V/def2-TZVPD.

The value obtained for the energy above the lowest of the compared OMol25 structures with the same formula, charge and spin is 8.077 eV. The calculation puts the HOMO-LUMO gap at 0.32994 Eh. The calculation puts the LUMO energy at -0.641 eV. As for the strongest force on any atom: 0.0647 hartree/bohr. As for the HOMO energy: -9.6 eV. For the total energy, the calculation gives -15004.167 eV.

Last column: Mulliken charge in e.
Positions of all 19 atoms, in Å:
O 0.442 -0.218 -0.858  -0.2236
O -0.970 -0.283 3.797  -0.5204
O -0.555 -1.413 -3.944  -0.3842
O -0.504 -0.278 -2.191  -0.0909
N -0.034 -1.327 -2.857  0.3345
C 2.368 1.418 0.735  -1.4360
C 0.482 0.669 2.166  -0.3762
C 0.940 1.044 0.966  0.7170
C 0.064 0.979 -0.268  -0.4865
C -0.904 0.152 2.445  -0.5582
H -1.142 -0.695 1.773  0.3227
H 2.666 2.217 1.426  0.3799
H 3.039 0.565 0.915  0.2842
H -1.649 0.949 2.262  0.2991
H 1.158 0.730 3.029  0.4246
H 0.295 1.803 -0.961  0.3879
H -1.013 0.970 -0.035  0.2532
H -1.854 -0.608 3.977  0.3097
H 2.507 1.765 -0.292  0.3630


[2]
Below is C22H36MnN7OS2Si as an isolated structure, with properties calculated with wB97M-V/def2-TZVPD.

The value obtained for the energy above the lowest of the compared OMol25 structures with the same formula, charge and spin is 0.193 eV. As for the multiplicity: 5. Its charge is +2. The calculation puts the HOMO-LUMO gap (spin up / spin down) at 0.25419 / 0.29622 Eh. The calculation puts the LUMO energy (spin up / spin down) at -6.511 / -5.361 eV. As for the strongest force on any atom: 0.0073 hartree/bohr. As for the HOMO energy (spin up / spin down): -13.4 / -13.4 eV. For the total energy, the calculation gives -96736.018 eV.

Last column: Mulliken charge in e.
Positions of all 70 atoms, in Å:
Mn 1.203 -0.374 0.175  0.5241
S 1.922 1.805 3.121  -0.5745
S 3.057 0.794 -0.689  -0.5997
Si -1.674 0.643 -0.535  -0.3169
O 2.532 -1.797 0.673  -0.5428
N 4.190 -2.939 1.661  -0.4255
N 3.923 2.188 4.825  -0.3750
N -0.414 -1.718 0.238  0.4025
N 2.630 3.187 0.280  -0.1438
N 1.831 2.621 5.628  -0.3911
N 2.684 3.068 -2.024  -0.3208
N 4.315 -2.415 -0.581  -0.3502
C -0.071 1.201 0.275  -0.8635
C -3.125 1.683 -0.061  0.8805
C -1.456 0.501 -2.379  0.7305
C -3.956 2.244 -1.033  -0.1668
C -0.344 1.160 -4.430  -0.6033
C -1.171 0.320 -5.161  -0.5939
C -2.148 -0.424 -4.512  -0.8176
C -1.761 -1.067 0.266  -1.1866
C 3.658 -2.359 0.582  0.6974
C -4.515 2.673 1.654  -0.7651
C 0.232 -3.807 -1.039  -0.8288
C 2.749 2.501 -0.831  0.6059
C -5.055 3.008 -0.666  -0.7332
C -0.151 -2.339 -1.117  0.0329
C -0.856 -4.593 -0.311  -0.7373
C -2.287 -0.331 -3.136  -0.2127
C 2.604 2.228 4.617  0.6630
C -5.334 3.221 0.675  -0.4547
C -1.186 -3.959 1.059  -0.6102
C -3.419 1.911 1.288  -0.6163
C -0.317 -2.740 1.329  -0.9898
C -0.486 1.247 -3.052  -0.0968
H 4.517 1.872 4.082  0.1949
H 2.691 2.666 1.161  -0.0602
H -2.804 -1.069 -5.081  0.4455
H -2.509 -1.746 -0.151  0.6079
H -2.239 -3.686 1.119  0.2664
H -2.787 1.495 2.068  0.2603
H 0.357 -4.176 -2.058  0.5287
H -1.051 -2.223 -1.723  0.2992
H 0.155 1.921 -2.496  0.3083
H 3.941 -1.931 -1.379  0.1921
H 2.202 2.871 6.530  0.1994
H 5.083 -3.401 1.645  0.1897
H -4.733 2.844 2.700  0.4009
H -6.191 3.816 0.961  0.4064
H -1.065 0.254 -6.236  0.4194
H 4.342 2.437 5.707  0.1995
H -0.604 -2.244 2.256  0.5455
H 2.424 4.176 0.306  0.2293
H 0.401 1.757 -4.943  0.3887
H -2.032 -0.903 1.313  0.5732
H 0.356 2.124 -0.107  0.7005
H 0.726 -3.033 1.425  0.2220
H 1.199 -3.925 -0.545  0.1461
H 0.839 2.683 5.482  0.1959
H -1.015 -4.668 1.870  0.4578
H -0.544 -5.629 -0.191  0.4209
H -0.162 1.302 1.367  0.5928
H 2.792 2.495 -2.846  0.2396
H -5.694 3.436 -1.428  0.4086
H -3.746 2.084 -2.084  0.3295
H 5.224 -2.837 -0.665  0.1935
H -3.066 -0.910 -2.648  0.4669
H 2.620 4.069 -2.142  0.2217
H 0.626 -1.766 -1.653  0.0498
H 3.693 -2.880 2.532  0.2344
H -1.750 -4.614 -0.937  0.3050


[3]
Below is C62H53AlNO4P3S2 as an isolated structure, with properties calculated with wB97M-V/def2-TZVPD.

The value obtained for the energy above the lowest of the compared OMol25 structures with the same formula, charge and spin is 0.906 eV. Its charge is +2. The calculation puts the HOMO-LUMO gap at 0.27698 Eh. The calculation puts the LUMO energy at -4.533 eV. As for the strongest force on any atom: 0.0125 hartree/bohr. As for the HOMO energy: -12.1 eV. For the total energy, the calculation gives -130959.557 eV.

Last column: Mulliken charge in e.
Positions of all 126 atoms, in Å:
S -2.146 -0.745 2.272  1.7109
S 1.729 -1.564 2.201  0.4340
P 1.551 0.590 -1.992  1.6360
P -1.411 -1.781 -1.109  2.3898
P -0.474 2.331 0.174  2.3121
Al 0.125 -0.119 0.041  0.2004
O -0.925 -0.556 1.376  0.0237
O 1.603 -0.778 0.861  0.2241
O -2.918 0.456 2.308  -0.7452
O -1.723 -1.351 3.494  -0.7496
N 0.808 3.278 -2.103  1.0658
C 5.082 1.641 -0.204  -0.5961
C 5.698 2.402 -1.188  -0.9693
C 4.153 -0.464 5.196  -0.7684
C -4.096 -2.529 2.039  -0.8080
C 1.499 4.262 -2.840  1.3494
C 2.583 -4.090 2.506  -0.1270
C -0.768 4.291 2.150  -0.7744
C -0.043 2.600 4.234  -1.1347
C -3.411 -3.502 -0.455  -0.5994
C 3.817 1.109 -0.434  0.3950
C 1.506 -0.287 -4.716  -0.6256
C 3.808 2.070 -2.640  -0.8386
C 3.783 -2.778 0.842  -0.1449
C 0.291 -3.842 -0.505  -0.6144
C -2.096 2.736 -0.527  0.9609
C -4.450 -0.656 -3.621  -0.6953
C 2.704 6.364 -2.895  -0.8593
C 0.289 -5.011 -3.020  -0.8585
C -3.693 4.352 -1.337  -0.9755
C 0.494 1.992 -2.664  -1.7715
C -0.370 3.922 4.494  -0.7805
C -2.401 -0.633 -4.875  -1.1106
C 1.048 -4.977 -0.738  -0.6750
C 5.059 2.612 -2.406  -0.8270
C -4.323 2.040 -1.141  -1.1851
C 2.862 6.275 -4.268  -0.6851
C -4.648 3.349 -1.459  -0.8189
C -2.390 -1.313 -2.560  1.0765
C 1.983 -0.473 -3.421  1.1855
C 2.804 -0.576 3.229  1.0779
C -3.772 -0.423 -4.809  -0.9346
C 2.789 -2.914 1.801  0.6131
C 4.342 0.896 4.974  -0.6897
C 3.430 -5.163 2.263  -0.8978
C 1.656 4.181 -4.228  -0.5431
C 0.678 3.474 -0.675  -2.7549
C 2.934 -1.470 -3.187  -0.8868
C 2.328 5.175 -4.924  -0.9256
C -2.422 4.048 -0.877  -0.9454
C 4.436 -5.048 1.312  -0.5390
C 3.394 -2.266 -4.224  -0.5871
C -3.022 -1.972 1.343  0.2476
C 1.055 -5.557 -2.001  -0.8414
C 2.034 5.376 -2.185  -0.4401
C 2.964 0.779 3.004  -0.2240
C -4.466 -4.062 0.240  -0.6450
C -3.765 -1.099 -2.496  -1.0714
C -1.715 -1.067 -3.752  -0.5540
C 3.167 1.334 -1.643  1.0250
C -0.735 4.765 3.451  -0.8694
C 1.976 -1.079 -5.758  -0.7500
C -0.477 -3.875 -2.788  -0.3683
C -0.473 -3.281 -1.531  0.5817
C -3.052 1.736 -0.680  0.5462
C 2.919 -2.067 -5.515  -0.8339
C 3.750 1.514 3.883  -1.3867
C -0.077 2.126 2.931  -0.1608
C 4.608 -3.863 0.599  -0.9002
C 3.379 -1.211 4.325  -0.9942
C -4.823 -3.563 1.485  -0.8296
C -2.673 -2.432 0.066  -0.2427
C -0.429 2.964 1.875  0.7853
H 5.541 3.196 -3.181  0.4749
H 1.635 3.414 -0.139  0.8019
H -0.355 4.294 5.511  0.4351
H -5.519 -0.496 -3.566  0.4742
H 2.429 5.082 -5.999  0.4295
H -0.653 -1.248 -3.809  0.5353
H 0.274 4.465 -0.475  1.1856
H -5.012 -4.891 -0.193  0.4739
H 1.954 5.489 -1.113  0.4350
H -4.338 -2.152 3.026  0.5555
H 4.609 -0.947 6.051  0.4412
H 2.495 1.270 2.166  0.6684
H 4.133 -3.033 -4.028  0.4945
H 3.240 -2.271 4.501  0.4809
H 3.344 0.505 0.325  -0.3532
H 1.625 -5.418 0.065  0.4828
H 0.127 1.081 2.753  0.2711
H 5.396 -3.783 -0.140  0.5151
H 0.589 2.016 -3.740  0.1638
H 0.220 1.931 5.044  0.5781
H 5.580 1.454 0.740  0.5912
H 0.253 -3.413 0.493  0.4606
H -1.685 4.840 -0.830  0.2966
H -1.087 -3.474 -3.586  0.5916
H 4.950 1.475 5.659  0.4606
H -2.817 0.716 -0.409  0.1293
H -5.065 1.257 -1.242  0.5701
H -5.645 3.591 -1.806  0.4417
H 1.607 -0.915 -6.763  0.4976
H 6.680 2.824 -1.014  0.4147
H 3.328 -1.619 -2.187  0.2038
H -1.007 5.793 3.653  0.4815
H -3.152 -3.900 -1.429  0.4029
H 0.277 -5.475 -3.998  0.4704
H 5.091 -5.889 1.121  0.4341
H -5.656 -3.990 2.027  0.4496
H 3.294 -2.674 -6.331  0.4282
H -3.938 5.373 -1.600  0.4727
H -4.314 -0.085 -5.684  0.4464
H 1.645 -6.447 -2.185  0.4584
H 3.907 -1.846 0.303  0.3198
H -1.072 4.964 1.359  0.4024
H 3.889 2.574 3.710  0.5412
H 3.105 7.214 -2.355  0.4090
H -1.868 -0.469 -5.805  0.5319
H 1.253 3.358 -4.805  0.4860
H -4.312 -1.283 -1.579  0.5203
H 3.338 2.220 -3.603  0.5761
H 3.386 7.045 -4.816  0.4453
H 3.296 -6.089 2.807  0.4487
H 0.762 0.467 -4.938  0.2989
H -0.547 1.720 -2.466  -0.0519
H 1.776 -4.175 3.228  0.5388


strongest force on any atom of number 3 (C62H53AlNO4P3S2)?
0.0125 hartree/bohr


The lowest energy above the lowest of the compared OMol25 structures with the same formula, charge and spin belongs to which entry?
C22H36MnN7OS2Si


The highest energy above the lowest of the compared OMol25 structures with the same formula, charge and spin belongs to which entry?
C5H9NO4